{
  "formula": "C23H20FN3O4",
  "method": "ωB97M-V with the def2-TZVPD basis set",
  "e_tot_ev": -39555.089,
  "gap_ev": 8.80,
  "smiles": "Cc1cc(C(=O)OCC(=O)N2CC(=O)Nc3ccccc32)c(C)n1-c1ccc(F)cc1",
  "symbols": ["C", "C", "C", "C", "C", "O", "O", "C", "C", "O", "N", "C", "C", "O", "N", "C", "C", "C", "C", "C", "C", "C", "C", "N", "C", "C", "C", "C", "F", "C", "C", "H", "H", "H", "H", "H", "H", "H", "H", "H", "H", "H", "H", "H", "H", "H", "H", "H", "H", "H", "H"],
  "xyz": [[0.243, 0.122, 4.596], [-0.264, -0.097, 3.215], [-0.804, 0.789, 2.332], [-1.093, 0.077, 1.134], [-1.702, 0.610, -0.068], [-1.913, 0.001, -1.094], [-2.008, 1.922, 0.067], [-2.627, 2.529, -1.056], [-1.973, 2.208, -2.404], [-2.659, 1.994, -3.377], [-0.608, 2.240, -2.452], [0.256, 2.803, -1.439], [1.205, 3.849, -2.026], [1.562, 4.832, -1.417], [1.642, 3.553, -3.271], [1.228, 2.433, -3.994], [1.933, 2.000, -5.108], [1.494, 0.894, -5.813], [0.359, 0.214, -5.402], [-0.350, 0.639, -4.293], [0.072, 1.757, -3.590], [-0.697, -1.236, 1.331], [-0.799, -2.398, 0.414], [-0.201, -1.329, 2.596], [0.303, -2.506, 3.186], [-0.307, -3.032, 4.320], [0.186, -4.182, 4.906], [1.290, -4.797, 4.341], [1.774, -5.919, 4.907], [1.910, -4.294, 3.211], [1.412, -3.140, 2.636], [-0.480, -0.205, 5.344], [0.428, 1.182, 4.747], [1.170, -0.426, 4.760], [-0.982, 1.831, 2.497], [-2.612, 3.605, -0.867], [-3.666, 2.192, -1.138], [0.873, 2.011, -0.986], [-0.312, 3.281, -0.644], [2.334, 4.164, -3.685], [2.817, 2.537, -5.418], [2.042, 0.563, -6.683], [0.024, -0.655, -5.947], [-1.233, 0.117, -3.965], [-1.082, -3.299, 0.958], [0.150, -2.587, -0.089], [-1.540, -2.178, -0.350], [-1.176, -2.543, 4.734], [-0.273, -4.606, 5.784], [2.769, -4.800, 2.800], [1.887, -2.722, 1.762]],
  "forces_ev_per_angstrom": [[-0.1, -0.1, 0.0], [0.0, 0.5, 0.2], [0.0, -0.2, 0.1], [0.2, -0.3, 0.3], [0.0, -0.3, -0.2], [-0.1, 0.1, 0.1], [0.1, 0.0, 0.2], [-0.4, -0.1, -0.3], [-0.4, 0.3, 0.1], [-0.1, 0.0, 0.1], [0.4, 0.1, -0.2], [0.2, 0.2, 0.4], [-0.3, -0.1, 0.3], [0.0, 0.1, 0.2], [0.3, 0.2, -0.4], [-0.3, -0.4, 0.0], [0.0, 0.0, 0.1], [0.0, 0.1, 0.0], [0.0, -0.1, 0.0], [0.1, 0.0, 0.0], [0.2, -0.1, -0.3], [-0.3, 0.2, -0.5], [0.0, -0.1, -0.1], [-0.2, 0.3, -0.2], [0.2, -0.5, 0.2], [0.1, 0.1, -0.2], [0.2, -0.2, 0.0], [-0.1, 0.1, -0.1], [0.0, 0.1, 0.0], [0.0, -0.2, 0.2], [-0.2, 0.1, 0.1], [0.0, 0.0, 0.1], [0.0, 0.0, 0.0], [0.1, 0.0, 0.1], [0.0, 0.2, 0.1], [0.0, -0.1, 0.0], [0.2, 0.1, -0.1], [-0.1, 0.1, 0.0], [0.1, 0.0, -0.2], [-0.1, 0.0, 0.2], [0.1, 0.0, 0.0], [0.1, 0.0, -0.1], [0.0, -0.1, 0.0], [-0.1, 0.0, 0.0], [0.0, -0.1, 0.0], [0.0, -0.1, -0.1], [0.0, -0.1, 0.0], [-0.1, 0.1, 0.0], [0.0, -0.1, 0.1], [0.1, -0.1, 0.0], [0.0, 0.1, -0.1]]
}

***

{
  "formula": "C44H50F4N2O2",
  "method": "ωB97M-V with the def2-TZVPD basis set",
  "relative_energy_ev": 0.0000,
  "e_tot_ev": -64380.690,
  "gap_ev": 3.58,
  "smiles": "CC(C)(C)c1cccc(C(C)(C)C)c1N1C=CN(c2c(C(C)(C)C)cccc2C(C)(C)C)C1=Cc1ccccc1.O=C1C(F)=C(F)C(=O)C(F)=C1F",
  "symbols": ["C", "C", "C", "C", "C", "C", "C", "C", "C", "C", "C", "C", "C", "C", "N", "C", "C", "N", "C", "C", "C", "C", "C", "C", "C", "C", "C", "C", "C", "C", "C", "C", "C", "C", "C", "C", "C", "C", "C", "C", "H", "H", "H", "H", "H", "H", "H", "H", "H", "H", "H", "H", "H", "H", "H", "H", "H", "H", "H", "H", "H", "H", "H", "H", "H", "H", "H", "H", "H", "H", "H", "H", "H", "H", "H", "H", "H", "H", "H", "H", "H", "H", "H", "H", "H", "H", "H", "H", "H", "H", "O", "C", "C", "F", "C", "F", "C", "O", "C", "F", "C", "F"],
  "xyz": [[-4.968, 2.945, -0.366], [-4.774, 1.668, 0.428], [-3.366, 1.720, 1.045], [-5.806, 1.643, 1.563], [-4.922, 0.343, -0.372], [-4.627, -0.790, 0.394], [-4.749, -2.062, -0.135], [-5.264, -2.232, -1.414], [-5.750, -1.155, -2.166], [-6.775, -1.517, -3.304], [-6.273, -1.232, -4.715], [-8.099, -0.794, -3.058], [-7.113, -3.018, -3.298], [-5.344, 0.159, -1.720], [-5.063, 1.185, -2.683], [-5.908, 1.702, -3.653], [-5.161, 2.203, -4.655], [-3.820, 2.069, -4.295], [-2.728, 2.360, -5.185], [-1.900, 1.322, -5.730], [-2.159, -0.226, -5.754], [-0.826, -0.981, -5.900], [-3.012, -0.538, -6.993], [-2.821, -0.806, -4.520], [-0.829, 1.709, -6.537], [-0.671, 3.010, -6.990], [-1.614, 3.951, -6.629], [-2.553, 3.695, -5.623], [-3.282, 4.995, -5.173], [-2.217, 6.074, -4.919], [-4.143, 4.942, -3.922], [-4.182, 5.442, -6.327], [-3.764, 1.585, -3.006], [-2.642, 1.303, -2.257], [-1.319, 1.849, -2.483], [-1.106, 3.218, -2.775], [0.134, 3.647, -3.242], [1.226, 2.766, -3.252], [1.066, 1.468, -2.766], [-0.187, 1.000, -2.381], [-5.968, 3.021, -0.798], [-4.818, 3.798, 0.312], [-4.207, 3.029, -1.147], [-3.216, 0.961, 1.819], [-2.613, 1.573, 0.265], [-3.183, 2.694, 1.516], [-5.650, 0.793, 2.236], [-5.755, 2.562, 2.158], [-6.817, 1.558, 1.147], [-4.308, -0.683, 1.432], [-4.469, -2.931, 0.463], [-5.348, -3.253, -1.789], [-5.348, -1.778, -4.926], [-7.037, -1.557, -5.438], [-6.111, -0.167, -4.897], [-8.585, -1.200, -2.162], [-7.969, 0.276, -2.900], [-8.771, -0.946, -3.913], [-7.492, -3.346, -2.327], [-7.892, -3.229, -4.042], [-6.245, -3.628, -3.572], [-6.980, 1.687, -3.557], [-5.453, 2.656, -5.588], [-0.103, -0.625, -5.155], [-0.971, -2.057, -5.742], [-0.409, -0.875, -6.908], [-3.967, 0.000, -6.969], [-2.477, -0.233, -7.903], [-3.220, -1.615, -7.071], [-3.825, -0.411, -4.355], [-2.921, -1.897, -4.639], [-2.217, -0.631, -3.625], [-0.120, 0.980, -6.917], [0.166, 3.265, -7.633], [-1.595, 4.922, -7.123], [-1.647, 6.323, -5.819], [-2.687, 7.000, -4.567], [-1.507, 5.730, -4.159], [-5.092, 4.424, -4.087], [-3.617, 4.522, -3.063], [-4.409, 5.977, -3.663], [-4.905, 4.653, -6.568], [-4.743, 6.342, -6.045], [-3.605, 5.659, -7.230], [-2.779, 0.488, -1.554], [-1.912, 3.928, -2.576], [0.268, 4.673, -3.586], [2.190, 3.110, -3.622], [1.928, 0.805, -2.698], [-0.331, -0.017, -2.002], [0.742, -4.008, 3.528], [0.767, -2.770, 3.503], [-0.449, -1.959, 3.410], [-1.622, -2.621, 3.314], [-0.423, -0.615, 3.477], [-1.579, 0.093, 3.476], [0.820, 0.151, 3.559], [0.839, 1.387, 3.590], [2.039, -0.659, 3.595], [3.212, 0.003, 3.646], [2.015, -2.009, 3.572], [3.162, -2.714, 3.607]],
  "forces_ev_per_angstrom": [[0.1, 0.4, -0.1], [0.4, -0.2, -0.1], [0.3, 0.0, 0.1], [-0.3, -0.2, 0.0], [-0.1, 0.1, -0.2], [-0.5, -0.6, 0.0], [0.5, 0.1, 0.1], [-0.6, 0.1, 0.2], [0.2, -0.4, 0.1], [0.6, -0.1, -0.1], [0.0, 0.3, -0.6], [-0.2, 0.1, 0.3], [0.0, -0.2, 0.1], [0.4, -0.6, 0.6], [-0.6, 0.6, 0.3], [-0.2, 0.3, -0.9], [-0.5, -0.1, 0.3], [-0.1, 0.6, -0.2], [0.3, 0.0, -0.6], [-0.3, -0.2, -0.2], [0.3, 0.2, 0.2], [0.2, -0.1, -0.1], [-0.1, 0.2, -0.3], [-0.3, -0.4, 0.4], [0.1, 0.3, 0.0], [-0.4, 0.0, 0.2], [0.5, -0.1, -0.1], [-0.2, 0.1, -0.1], [0.1, -0.2, -0.3], [0.3, 0.2, 0.1], [-0.4, 0.2, 0.3], [-0.2, 0.1, -0.2], [1.6, -1.4, 0.5], [-0.9, 0.4, -0.2], [0.5, -0.2, 0.2], [0.2, -0.5, 0.0], [0.2, -0.3, 0.2], [-0.3, 0.2, -0.1], [0.0, -0.1, 0.1], [-0.3, 0.6, -0.2], [0.0, 0.0, -0.1], [-0.2, -0.2, -0.1], [-0.2, 0.1, 0.1], [-0.1, 0.1, -0.2], [0.0, 0.1, 0.2], [-0.1, -0.1, -0.1], [0.0, 0.2, -0.1], [0.1, -0.1, -0.1], [0.1, 0.0, 0.1], [-0.1, 0.0, -0.4], [0.0, 0.2, -0.2], [-0.2, 0.4, 0.2], [-0.2, 0.1, 0.0], [0.2, 0.0, 0.2], [0.1, -0.3, 0.0], [0.0, 0.1, -0.1], [-0.1, -0.2, 0.0], [0.1, 0.0, 0.2], [0.1, 0.0, -0.1], [0.1, 0.2, 0.1], [-0.1, 0.0, 0.1], [0.2, 0.0, -0.1], [0.0, 0.0, 0.1], [0.0, -0.1, -0.2], [-0.1, 0.2, 0.0], [0.0, -0.1, 0.3], [0.1, -0.1, 0.0], [-0.2, 0.0, 0.2], [0.1, 0.2, 0.1], [0.3, -0.1, 0.0], [0.0, 0.3, -0.1], [-0.2, 0.0, -0.2], [-0.3, 0.1, 0.2], [-0.2, 0.0, -0.1], [0.1, -0.2, 0.3], [-0.1, 0.0, 0.2], [0.0, -0.2, 0.0], [-0.1, 0.2, -0.1], [0.3, 0.0, 0.2], [-0.2, -0.1, -0.1], [0.1, -0.2, 0.0], [0.1, 0.2, 0.0], [0.1, -0.1, -0.1], [-0.1, 0.0, 0.1], [0.2, 0.2, 0.1], [0.3, -0.3, -0.4], [0.0, -0.2, 0.2], [-0.2, -0.1, 0.1], [-0.2, 0.1, 0.0], [0.1, 0.3, -0.3], [0.0, 2.6, -0.1], [-0.1, -3.0, 0.0], [-1.7, 0.5, 0.0], [1.2, 0.6, 0.1], [-1.9, -0.4, -0.1], [1.3, -0.7, 0.0], [0.1, 2.9, 0.1], [0.0, -2.6, 0.0], [1.7, -0.7, 0.0], [-1.1, -0.5, 0.0], [1.7, 0.7, 0.1], [-1.1, 0.6, 0.0]]
}

***

{
  "formula": "C4H8O",
  "method": "ωB97M-V with the def2-TZVPD basis set",
  "relative_energy_ev": 6.1831,
  "e_tot_ev": -6318.985,
  "gap_ev": [9.64, 7.53],
  "symbols": ["C", "C", "C", "C", "O", "H", "H", "H", "H", "H", "H", "H", "H"],
  "xyz": [[0.116, 1.772, -0.550], [0.100, 0.821, 0.539], [-1.021, 0.283, 1.463], [0.944, -2.304, -1.088], [1.063, 1.748, 0.536], [0.402, 1.251, -1.501], [-0.340, 2.737, -0.736], [-0.935, -0.324, 2.370], [-1.718, -0.149, 0.794], [-1.560, 1.212, 1.772], [0.115, -2.913, -1.397], [1.553, -2.443, -0.252], [1.280, -1.690, -1.951]],
  "forces_ev_per_angstrom": [[0.2, -1.3, -2.0], [-2.1, -1.8, 0.7], [0.4, 2.9, 0.1], [-0.5, 1.0, -2.7], [1.2, 0.4, 0.8], [0.3, 0.9, 0.7], [-0.6, -0.1, 0.7], [0.9, 0.0, -0.5], [-0.5, -0.9, -0.7], [0.2, -0.4, 0.2], [-0.2, -0.4, 0.6], [0.6, -0.3, 1.1], [0.1, -0.3, 1.1]]
}